The following is a quantum chemistry calculation of a cluster of 5 separate species, C36H84BN4 in total in a non-equilibrium geometry, from the Open Molecules 2025 dataset.

```
125
Properties=species:S:1:pos:R:3:forces:R:3
N 7.901 21.018 19.805 0.40 -1.35 1.69
N 1.295 17.743 19.548 -1.87 -0.51 -2.75
N 4.134 27.095 18.234 0.43 -0.71 -0.28
N 1.260 23.108 23.015 0.34 0.86 -0.58
C 6.013 19.666 21.170 1.77 1.48 -0.12
C 2.628 23.727 22.455 0.86 -0.64 0.13
C -2.008 23.383 20.946 -0.04 -1.22 -1.35
C 0.327 18.843 18.883 0.27 -0.01 1.76
C 2.117 30.423 19.487 1.13 -1.21 -0.01
C 7.254 20.579 17.325 -1.28 -0.71 -0.09
C 5.972 20.822 22.257 -0.49 -0.05 -1.28
C 1.529 17.978 21.026 0.23 0.53 0.23
C 4.409 24.076 17.915 -1.05 0.68 -1.08
C 6.107 20.891 16.291 1.27 -0.49 -0.60
C 4.007 26.339 16.841 2.08 0.23 -0.30
C 1.399 21.614 23.340 0.41 1.44 0.20
C 4.944 16.960 18.315 -0.68 -0.70 0.88
C 0.296 23.323 21.860 -0.71 -0.97 -0.33
C 4.852 25.020 16.755 -0.91 0.51 1.46
C 6.452 22.182 21.632 0.21 -1.23 -0.40
C 3.233 24.602 24.667 0.87 -0.91 1.75
C -0.576 19.313 21.211 -0.34 0.63 0.58
C 0.240 18.211 21.868 0.16 -0.42 -0.64
C -1.210 23.277 22.196 1.72 1.01 0.48
C 1.922 23.978 25.290 0.05 1.44 -1.44
C 0.786 23.949 24.247 1.44 -0.94 -0.27
C 3.642 16.800 19.139 0.13 0.64 -0.59
C 3.787 23.850 23.481 -3.00 -0.33 -0.45
C 2.611 17.829 18.694 -0.40 1.15 2.72
C 4.379 24.754 19.275 1.81 -0.90 -0.48
C 3.642 26.088 19.330 0.81 0.25 -0.04
C 6.989 21.299 18.637 0.60 1.60 -0.14
C 3.245 29.315 19.495 0.53 0.47 -1.70
C 0.619 16.375 19.388 -0.27 1.04 0.54
C -0.916 19.087 19.781 0.06 -1.23 -1.43
C 5.670 27.444 18.542 -1.29 0.08 0.07
C 7.464 19.671 20.468 -0.39 -0.17 0.58
C 3.196 28.403 18.207 -0.01 -0.81 0.55
C 9.393 20.869 19.410 -0.88 -0.84 0.17
C 7.834 22.045 20.971 -0.62 -0.31 -0.58
B 2.751 21.446 19.801 0.06 0.05 -0.12
H -1.423 22.355 22.739 -0.30 0.25 0.26
H 1.832 21.110 22.475 0.07 0.14 0.03
H 5.096 20.552 16.519 0.10 0.33 0.69
H 5.670 16.283 18.767 0.07 -0.25 -0.46
H 2.054 21.616 24.211 0.00 -0.56 -0.21
H 0.360 18.503 22.912 1.12 0.16 -0.07
H 5.723 22.474 20.876 -0.19 0.16 0.09
H 6.336 20.329 15.386 0.21 -0.21 -0.01
H 4.222 29.795 19.449 0.09 0.04 0.37
H 7.581 18.880 19.726 -0.24 0.16 -0.18
H 2.119 17.115 21.331 -0.16 0.14 0.34
H 5.912 25.274 16.787 0.09 -0.02 0.27
H 4.912 23.109 17.892 0.09 0.18 0.25
H 1.988 22.968 25.695 0.63 0.07 -0.01
H 3.000 26.180 16.455 -0.33 0.17 0.99
H 2.899 18.802 19.092 0.71 0.21 -0.47
H 0.343 16.122 18.364 0.60 0.29 -0.13
H 0.438 21.176 23.609 -0.05 0.32 -0.08
H 5.419 24.800 19.596 0.28 0.95 0.23
H 0.528 24.265 21.363 0.06 0.03 0.25
H 2.424 24.687 21.981 -0.55 0.11 0.48
H 2.560 25.997 19.232 0.05 -0.05 -0.29
H 1.262 15.628 19.852 -0.31 0.00 -0.10
H 4.935 20.911 22.581 -0.15 0.22 -0.19
H 4.489 26.990 16.111 -0.19 0.47 0.17
H 1.887 20.947 20.210 -3.32 -1.79 1.95
H 6.135 21.910 15.905 -0.22 0.25 0.53
H 8.498 21.677 21.753 0.39 0.01 -0.38
H -1.498 19.526 21.753 -0.10 -0.32 0.17
H 6.365 26.605 18.515 -0.77 -0.39 -0.13
H 3.998 22.820 23.768 0.69 0.09 0.07
H 3.227 15.794 19.083 0.35 -0.09 -0.17
H 4.050 23.961 19.947 -0.98 0.50 0.23
H -0.035 20.258 21.259 0.41 0.00 0.15
H 3.864 26.498 20.315 -0.16 0.50 -0.17
H 2.528 22.489 19.637 -0.87 3.96 -0.83
H 0.923 19.755 18.859 0.15 -0.13 -0.03
H 5.261 19.764 20.388 -0.13 0.51 0.10
H 2.253 31.265 18.808 0.14 -0.60 -0.67
H -0.048 23.481 24.770 -0.34 -0.09 -0.77
H 0.512 24.892 23.775 0.05 0.17 0.53
H 2.142 18.879 21.068 0.15 0.02 0.01
H 7.182 22.340 18.380 -0.12 0.38 0.28
H -1.517 19.903 19.379 0.28 0.16 -0.14
H -0.333 16.492 19.906 0.20 -0.48 0.21
H -1.385 24.201 22.747 -0.46 -0.44 0.72
H 3.023 23.117 21.642 -0.88 -0.57 -0.04
H -3.071 23.257 21.151 0.04 0.55 -0.20
H 1.245 29.811 19.259 -0.65 0.92 0.35
H 9.459 19.958 18.815 -0.05 0.42 -0.57
H 5.681 27.830 19.561 -0.11 0.13 -0.16
H 3.900 17.010 20.177 -0.14 -0.14 0.09
H 8.267 19.507 21.186 -0.24 -0.12 0.27
H 3.611 21.332 20.443 3.38 -0.33 2.90
H 9.797 21.762 18.935 -0.39 -0.11 -0.13
H 0.085 18.548 17.862 0.08 -0.38 0.23
H 3.191 28.712 20.402 -0.16 0.02 -0.06
H 2.204 28.002 18.000 -0.17 -0.37 0.59
H 3.344 23.863 17.822 -0.12 -0.46 -0.86
H 0.509 22.526 21.148 0.29 0.06 -0.10
H 2.413 18.023 17.640 -0.37 -0.83 0.03
H -1.739 24.214 20.294 -0.44 0.57 0.52
H 6.481 20.530 23.176 0.58 0.05 -0.25
H -0.243 17.248 22.033 -0.60 0.04 -0.59
H 4.722 16.700 17.280 0.52 0.21 -0.04
H 8.234 20.838 16.925 -0.17 0.21 -0.10
H -1.576 18.222 19.707 -0.13 -0.13 -0.06
H 5.757 18.720 21.648 0.71 -0.19 -0.03
H 4.718 24.615 15.752 -0.36 -0.17 0.12
H -1.737 22.559 20.286 -0.12 -0.50 -0.03
H 3.196 25.674 24.472 -0.61 -0.02 -0.05
H 8.199 22.981 20.546 0.01 0.03 0.15
H 6.569 22.991 22.353 -0.19 -0.12 0.15
H 2.134 30.961 20.435 -0.49 -0.65 0.32
H 3.354 28.919 17.260 0.91 0.23 0.23
H 5.963 21.262 19.004 0.01 -0.38 -0.13
H 6.095 28.177 17.856 -0.68 0.15 -0.13
H 5.381 17.948 18.457 -0.29 0.25 -0.39
H 4.066 24.492 25.362 -0.31 0.32 0.76
H 7.273 19.499 17.468 -0.04 -0.15 0.04
H 2.991 20.897 18.903 0.94 -1.79 -3.82
H 4.632 24.381 23.044 -0.01 -0.31 -0.11
H 10.019 20.602 20.262 -0.44 0.47 0.45
H 1.543 24.586 26.113 0.23 0.13 0.04
```
Forces are in eV/Å.

Charge: +3
Energy above the lowest of the compared OMol25 structures with the same formula, charge and spin: 109.3 kcal/mol
Orbital gap: 10.043 eV
Total energy: -45303.56263 eV
Lowest unoccupied orbital energy: -6.0 eV

---

The following is a quantum chemistry calculation of a cluster of 2 separate species, C5H14N2S in total in a non-equilibrium geometry, from the Open Molecules 2025 dataset.

```
22
Properties=species:S:1:pos:R:3:forces:R:3
S 0.896 2.960 -0.194 -1.47 0.83 -1.01
N 2.374 -0.309 -0.539 -1.19 -2.82 -0.88
N 0.680 -1.839 0.239 0.01 0.69 1.29
C -0.205 1.754 0.638 -0.65 -0.19 0.63
C 0.760 -3.164 0.979 -0.18 0.07 -1.09
C -2.462 1.698 -0.756 1.20 1.27 0.66
C 1.713 -1.504 -0.604 2.72 2.45 1.82
C -1.163 0.909 -0.219 -2.98 0.45 0.87
H 0.470 1.060 1.186 0.15 0.86 -0.62
H -0.268 -3.632 1.058 1.33 0.54 -0.10
H 0.032 3.936 -1.036 1.24 -2.22 1.78
H 1.217 -3.014 1.975 -0.35 -0.03 -0.48
H -1.561 0.126 0.516 0.77 0.79 -1.13
H -0.825 2.255 1.429 0.61 0.18 -0.73
H -2.074 2.576 -1.331 -0.40 -0.57 0.19
H 2.097 -2.408 -1.079 0.12 0.36 -0.54
H 0.446 -1.083 0.921 0.31 -0.83 -1.11
H 1.460 -3.805 0.389 -0.82 0.24 0.55
H 3.284 -0.264 -1.104 -2.10 -0.50 0.58
H -0.679 0.452 -1.056 0.44 -0.46 -0.29
H -3.074 1.124 -1.462 0.28 -0.08 0.45
H -3.118 2.173 0.051 0.95 -1.04 -0.87
```
Forces are in eV/Å.

2S+1: 2
Charge: +1
Energy above the lowest of the compared OMol25 structures with the same formula, charge and spin: 64.1 kcal/mol
Orbital gap (alpha / beta): 8.478 / 3.879 eV
⟨S²⟩: 0.75
Total energy: -19216.93404 eV
Lowest unoccupied orbital energy (alpha / beta): -4.1 / -8.5 eV

---

The following is a quantum chemistry calculation of a cluster of 3 separate species, C42H86F2IN8O3P2Si in total in a non-equilibrium geometry, from the Open Molecules 2025 dataset.

```
145
Properties=species:S:1:pos:R:3:forces:R:3
I 5.384 2.305 -2.822 -0.06 -0.14 -0.06
P 8.507 4.292 2.238 -4.25 4.88 -3.96
P -11.126 -0.112 0.614 1.37 1.56 7.52
Si -2.662 -1.922 -0.782 -0.19 -0.30 1.68
F 0.331 -0.469 0.042 0.11 -0.35 -1.33
F 1.586 -1.969 -1.033 -0.69 1.32 -0.01
O -9.747 -0.744 0.413 -1.44 -0.34 -3.72
O 2.101 -1.287 2.204 -0.45 0.16 0.25
O 7.428 4.112 3.304 2.89 -2.25 1.46
N -11.603 -1.190 1.886 -0.48 -1.11 0.86
N 3.581 1.541 -2.210 0.86 0.82 -0.26
N 8.637 5.988 2.427 -0.27 1.04 0.25
N -10.526 1.427 1.070 0.75 0.84 0.34
N 9.858 4.338 1.078 2.56 -3.87 2.28
N -12.783 0.540 0.667 -1.28 -1.83 -4.74
N 1.582 1.667 -1.425 0.73 1.17 -0.63
N 7.522 3.705 0.931 -0.85 -0.86 -1.22
C 9.264 6.462 3.654 0.34 -0.49 0.05
C -11.236 -0.996 3.280 0.19 0.49 0.04
C -0.257 -1.111 -2.286 -0.39 0.35 0.15
C -4.482 -2.167 -1.243 -3.09 -0.28 -1.26
C 0.834 -0.790 -1.208 0.84 -0.72 -0.19
C 11.129 3.917 1.672 -0.07 0.10 0.03
C 6.572 4.535 0.211 0.13 0.50 0.23
C -10.376 2.053 2.360 -0.15 0.06 0.31
C -1.821 -3.635 -0.679 0.36 -0.18 -0.73
C 1.859 0.314 -1.597 1.81 0.05 -0.53
C 8.104 7.083 1.654 -0.07 0.13 -0.30
C -6.980 -2.405 -0.617 1.22 0.01 -1.28
C 6.863 2.435 1.255 0.14 0.03 0.30
C -5.584 -2.180 -0.252 -0.42 -0.32 -1.72
C 0.530 2.012 1.735 0.08 0.64 0.67
C 0.397 2.376 -0.885 -0.35 0.96 1.75
C 1.462 -2.497 2.601 0.23 -1.39 0.26
C -4.915 -2.394 -2.640 -1.54 -0.16 1.28
C 3.584 -4.565 -2.550 0.08 -0.37 0.09
C -2.579 -1.189 1.003 0.13 0.65 0.05
C 4.390 -3.423 -4.799 1.25 -0.78 1.51
C 4.756 -6.391 -1.037 -0.33 -0.63 0.88
C 5.244 -5.359 0.063 0.17 -0.21 -0.76
C -7.382 -2.633 -2.012 2.59 0.46 1.43
C 3.456 -5.951 -1.802 0.27 0.26 -0.63
C 2.644 2.454 -1.804 -0.68 -3.66 0.15
C 5.446 -2.545 -4.002 0.20 1.05 -1.05
C -1.725 -0.678 -1.898 -0.18 -0.21 -1.03
C 2.084 -3.761 1.898 -0.08 0.10 0.12
C 3.994 -1.113 -2.450 -0.73 0.26 -0.75
C 10.085 5.250 -0.009 -0.60 0.70 0.17
C 1.824 1.198 2.123 0.04 -0.95 -0.09
C 4.193 -4.788 -3.989 -0.64 0.95 -0.23
C -11.369 -2.598 1.544 0.08 0.06 -0.29
C -13.394 1.375 1.665 0.73 0.31 0.53
C 0.754 3.018 0.536 -0.41 -0.38 0.33
C 1.499 -0.165 2.880 -0.57 0.35 -0.87
C -13.311 0.855 -0.662 0.10 0.04 0.09
C 4.943 -1.059 -3.705 1.16 -0.93 1.24
C 3.219 0.193 -2.132 -3.41 0.83 1.55
C -9.913 2.226 0.019 -0.36 -0.28 -0.38
C -6.319 -2.625 -3.004 0.20 0.21 1.57
H 4.486 -7.336 -0.479 0.25 0.83 -0.70
H -9.556 1.599 -0.802 0.00 -0.02 0.05
H 1.836 -0.145 3.949 -0.44 0.01 -0.82
H 0.049 -0.619 -3.248 -0.16 -0.45 0.89
H -8.460 -2.810 -2.227 1.13 0.20 -0.06
H -13.207 2.442 1.487 0.09 0.05 0.06
H 1.588 -2.641 3.714 -0.23 0.20 -0.91
H 11.825 3.558 0.909 -0.04 0.09 -0.02
H 3.206 -1.886 -2.679 0.68 0.93 0.39
H -11.598 -2.792 0.494 0.04 0.02 0.02
H 0.359 -2.493 2.375 0.84 0.30 0.17
H -11.423 -1.897 3.870 0.02 -0.12 -0.33
H 6.368 -2.435 -4.644 -0.89 -0.14 0.67
H 10.326 6.679 3.484 0.03 0.18 0.11
H 7.074 5.175 -0.516 0.02 0.23 0.09
H 11.607 4.736 2.226 0.22 -0.04 -0.01
H 3.179 -3.856 2.107 -0.89 0.23 -0.16
H -6.595 -2.809 -4.067 0.42 0.20 0.91
H 9.199 5.715 4.449 -0.04 0.01 -0.04
H -9.047 2.787 0.380 -0.04 -0.09 0.14
H -10.327 -2.891 1.720 0.02 -0.08 -0.10
H 2.580 -4.052 -2.603 0.85 -0.61 -0.14
H -7.751 -2.385 0.193 0.76 0.01 -0.93
H 7.357 7.658 2.215 0.01 -0.01 0.08
H -0.354 1.341 1.535 1.01 0.57 0.10
H 6.090 -4.749 -0.363 -0.94 -0.30 0.58
H 10.609 6.160 0.313 -0.07 0.09 0.01
H 0.107 3.928 0.685 0.52 -0.96 -0.27
H 1.815 3.374 0.599 -0.80 -0.23 -0.36
H -12.015 -3.250 2.137 -0.04 0.21 0.06
H 4.845 -3.668 -5.799 -0.87 0.39 0.82
H 7.625 6.784 0.728 0.04 -0.22 0.01
H 2.355 0.920 1.166 -0.29 0.20 1.06
H 5.804 -3.013 -3.048 -0.52 0.34 -0.80
H 4.512 -1.493 -1.526 -0.31 0.58 -0.91
H 7.524 1.783 1.829 -0.05 0.03 0.01
H -3.556 -1.237 1.541 0.87 -0.10 -0.33
H -13.085 1.135 2.680 0.18 -0.07 -0.05
H 5.180 -5.309 -3.867 -0.85 0.43 -0.33
H 2.709 3.557 -1.747 0.06 -1.10 -0.16
H 0.382 -0.311 2.790 0.93 0.14 0.57
H -2.306 -0.632 -2.868 0.60 0.09 0.94
H 8.908 7.773 1.366 -0.03 0.06 0.06
H -9.321 2.205 2.623 0.06 0.00 -0.07
H -2.316 -0.090 0.936 -0.27 -1.04 0.10
H -4.187 -2.436 -3.484 -0.50 0.12 0.86
H 10.967 3.088 2.369 0.00 0.04 0.01
H 9.176 5.542 -0.529 -0.12 0.00 0.17
H 3.496 -5.424 -4.608 0.75 0.35 0.83
H 3.430 -2.854 -4.875 0.66 -0.64 -0.20
H -12.988 0.101 -1.388 0.02 0.03 0.01
H -0.460 1.687 -0.703 0.84 0.47 -0.56
H -1.616 -4.024 -1.723 -0.25 0.18 1.07
H 1.595 -4.697 2.295 0.39 1.03 -0.29
H 2.588 -5.898 -1.098 0.76 -0.19 -0.43
H 5.950 2.589 1.843 0.01 -0.10 0.10
H 8.785 7.367 4.039 -0.10 -0.05 -0.14
H 6.598 1.894 0.341 0.10 0.16 -0.08
H -0.828 -3.572 -0.154 -0.90 -0.10 -0.36
H -1.809 0.336 -1.430 0.20 -0.81 -0.48
H 5.596 -6.695 -1.725 -0.87 0.52 0.54
H 1.924 -3.763 0.789 0.16 0.19 0.92
H 5.872 -0.510 -3.378 -1.01 -0.27 -0.72
H -5.380 -2.027 0.831 -0.07 -0.11 -1.01
H -10.637 2.939 -0.395 0.12 0.18 -0.03
H 5.639 -5.884 0.972 -0.41 0.47 -0.83
H -1.773 -1.672 1.619 -0.81 0.35 -0.52
H 10.708 4.761 -0.766 0.04 -0.21 0.23
H 5.894 3.925 -0.392 0.11 -0.18 0.30
H -10.866 3.036 2.367 0.08 0.05 -0.01
H 4.222 -3.891 -1.908 -0.51 -0.63 -0.79
H -2.494 -4.372 -0.158 0.70 0.77 -0.47
H -12.961 1.835 -1.015 -0.16 0.09 -0.15
H -0.250 -2.223 -2.453 0.18 1.09 0.20
H 0.100 3.224 -1.558 0.36 -1.16 0.25
H -10.816 1.497 3.180 -0.08 -0.17 -0.12
H 4.479 -0.592 -4.614 0.36 -0.36 0.91
H 5.959 5.150 0.885 -0.11 0.07 -0.13
H 4.380 -4.707 0.352 0.91 -0.44 -0.14
H 3.232 -6.722 -2.596 0.03 0.63 0.96
H -11.857 -0.235 3.752 0.12 0.20 0.00
H 2.526 1.776 2.787 -0.72 -0.22 -0.94
H -14.405 0.851 -0.667 0.04 0.06 0.07
H -10.175 -0.735 3.399 0.00 -0.02 0.17
H -14.478 1.222 1.648 0.07 -0.16 -0.27
H 0.236 2.637 2.626 0.20 -0.63 -0.80
```
Forces are in eV/Å.

Charge: +1
Orbital gap: 4.594 eV
Total energy: -102987.56724 eV
Lowest unoccupied orbital energy: -4.0 eV